No. 1
Formula: C19H28BrO2Pb
Source: the Open Molecules 2025 dataset
Level of theory: ωB97M-V/def2-TZVPD

CARTESIAN COORDINATES (ANGSTROEM)
O: -0.12573 0.00394 -2.33506
C: 0.93592 -0.49971 -3.24525
C: 0.43735 0.41001 -4.34667
H: 0.72567 -1.57812 -3.32968
H: 1.92277 -0.27595 -2.80816
C: -0.73036 0.83349 -3.41849
H: 0.11072 -0.14441 -5.24187
H: 1.13769 1.25792 -4.52156
C: -2.07472 0.18552 -3.71376
H: -1.97155 -0.89992 -3.71340
H: -2.37206 0.54678 -4.69065
H: -2.81424 0.48880 -2.97307
C: -0.82774 2.30074 -2.99327
H: 0.16544 2.72972 -2.85941
H: -1.42322 2.43536 -2.08368
H: -1.33830 2.80389 -3.80838
Pb: 0.11128 -0.23357 -0.09946
C: 0.92968 1.63197 1.61922
C: 1.90072 0.56047 1.50593
C: 2.43609 0.59489 0.15450
H: 2.11165 -0.21120 2.25684
C: 1.78257 1.66680 -0.56132
C: 0.86926 2.31389 0.35099
H: 0.21345 3.14912 0.09078
H: 0.33502 1.85024 2.49832
H: 3.16546 -0.12198 -0.28384
H: 2.01382 1.97620 -1.60212
C: -1.53892 -0.46800 1.91318
C: -2.02706 0.73035 1.25859
C: -2.43751 0.38461 -0.06525
H: -2.02921 1.73394 1.68185
C: -2.20450 -1.04212 -0.25416
C: -1.67221 -1.56441 0.99249
H: -1.36121 -2.61132 1.16760
H: -1.10862 -0.53328 2.92310
H: -2.83568 1.06493 -0.82149
H: -2.37792 -1.62719 -1.18694
O: 0.71178 -1.65210 -7.37331
C: 0.24277 -0.56881 -8.17240
C: 0.42035 -0.93268 -9.66864
H: 0.85122 0.32243 -7.98536
H: -0.78994 -0.32017 -7.92059
C: 1.62250 -1.93293 -9.60226
H: 0.56429 -0.09871 -10.32456
H: -0.46584 -1.52469 -9.99798
C: 1.38993 -2.58731 -8.20966
H: 2.54394 -1.30830 -9.55454
H: 1.68469 -2.60354 -10.43549
H: 2.32796 -2.91668 -7.76039
H: 0.78196 -3.48450 -8.39477
Br: 1.36352 -2.54922 -0.12842

Values from the calculation:
Frontier orbital gap, eV: 5.33
Charge: -1
Electronic energy, a.u.: -3658.01775
ΔE to the lowest compared entry with this formula, charge and spin, kcal/mol: 0.0
LUMO energy, eV: 2.266
HOMO level, eV: -3.06

=====

No. 2
Formula: C19H28ClEuO6
Source: the Open Molecules 2025 dataset
Level of theory: ωB97M-V/def2-TZVPD

CARTESIAN COORDINATES (ANGSTROEM)
O: 0.88517 2.53406 -3.52191
C: -0.13676 2.68427 -4.58170
C: 0.86222 3.29294 -5.57693
H: -0.94740 3.36789 -4.27583
H: -0.54844 1.71154 -4.89785
C: 1.87575 3.13316 -4.40801
H: 0.68353 4.33268 -5.86227
H: 1.11586 2.68606 -6.44768
C: 2.35893 4.49011 -3.94253
H: 1.50984 5.16831 -3.79579
H: 3.02689 4.91369 -4.70602
H: 2.93391 4.40207 -3.01714
C: 3.02576 2.20840 -4.74974
H: 2.65932 1.25226 -5.14165
H: 3.65834 2.04011 -3.87202
H: 3.64720 2.69513 -5.51437
Eu: -1.05261 -1.37143 2.83452
C: -0.26255 -4.30842 2.55681
C: -1.62242 -4.48771 2.16384
C: -1.80425 -3.87315 0.89398
H: -2.37205 -5.08404 2.67770
C: -0.55756 -3.31636 0.48905
C: 0.40265 -3.57655 1.51971
H: 1.46466 -3.31686 1.48478
H: 0.21289 -4.72396 3.44694
H: -2.71887 -3.87894 0.30055
H: -0.36195 -2.84787 -0.47615
C: 0.36387 -0.76325 5.18358
C: 1.32762 -1.13645 4.19503
C: 1.32843 -0.13267 3.17794
H: 1.99160 -2.00219 4.22832
C: 0.36819 0.87025 3.54276
C: -0.21031 0.48728 4.79773
H: -0.92919 1.06032 5.38670
H: 0.13346 -1.30184 6.10045
H: 1.96397 -0.12808 2.29185
H: 0.14886 1.77192 2.96867
O: -0.91246 -0.08644 0.61280
C: 0.30505 0.14638 -0.16406
C: -0.15551 0.53365 -1.56179
H: 0.90661 -0.77450 -0.16461
H: 0.89370 0.93075 0.34523
C: -1.62929 0.94684 -1.43623
H: -0.09646 -0.34718 -2.21948
H: 0.45714 1.33095 -1.98508
C: -2.10685 0.23317 -0.17914
H: -2.19687 0.67089 -2.32849
H: -1.68800 2.03002 -1.29077
H: -2.59443 -0.71871 -0.42773
H: -2.79239 0.82141 0.44928
O: -3.23792 -4.21379 4.88233
Cl: -2.58101 -2.94224 5.02231
O: -2.82073 -2.30539 6.28609
O: -1.10944 -3.09716 4.79006
O: -3.06571 -2.01132 3.91592

Values from the calculation:
Frontier orbital gap (alpha / beta), eV: 5.15 / 5.59
Charge: -1
Expectation value of S²: 15.760
2S+1: 8
Electronic energy, a.u.: -2362.49794
LUMO energy (alpha / beta), eV: 1.941 / 1.941
HOMO level (alpha / beta), eV: -3.21 / -3.65

=====

No. 3
Formula: C19H28ClNdO6
Source: the Open Molecules 2025 dataset
Level of theory: ωB97M-V/def2-TZVPD

CARTESIAN COORDINATES (ANGSTROEM)
O: 0.24183 -1.97658 1.36870
C: -0.47564 -3.22800 1.59735
C: 0.75483 -3.95151 2.15152
H: -0.85365 -3.63578 0.65393
H: -1.28248 -3.11020 2.32968
C: 1.47090 -2.59267 1.86286
H: 1.09626 -4.79401 1.54821
H: 0.67777 -4.20421 3.20858
C: 2.52608 -2.70112 0.77608
H: 2.06025 -2.83765 -0.20440
H: 3.17327 -3.56784 0.96079
H: 3.14353 -1.79756 0.75689
C: 1.94144 -1.87223 3.11363
H: 1.12032 -1.81004 3.83883
H: 2.26424 -0.85365 2.86142
H: 2.78066 -2.40273 3.58358
Nd: -1.30845 1.91324 -1.36462
C: -1.10094 2.72389 1.06760
C: -2.35910 3.25490 0.64507
C: -3.24611 2.16235 0.42712
H: -2.61391 4.31160 0.55496
C: -2.52847 0.95105 0.69660
C: -1.20366 1.30152 1.09665
H: -0.43632 0.59455 1.42624
H: -0.25088 3.31661 1.39165
H: -4.31277 2.20886 0.20066
H: -2.93314 -0.06229 0.68531
C: 2.00843 1.16016 -0.83150
C: 2.53592 1.17810 0.51148
C: 3.92327 1.08885 0.42054
H: 1.91232 1.31938 1.38634
C: 4.28004 0.96242 -0.97033
C: 3.11749 0.97178 -1.73073
H: 2.98954 0.88900 -2.80827
H: 1.88516 5.51825 -0.37526
H: 4.62671 1.13067 1.24992
H: 5.29756 0.88372 -1.34383
O: -2.15594 0.05352 -2.13314
C: -2.14190 -1.41081 -1.82542
C: -3.09653 -2.06989 -2.81726
H: -2.47326 -1.52005 -0.78511
H: -1.10233 -1.74442 -1.92524
C: -3.60239 -0.98113 -3.78055
H: -3.93629 -2.52474 -2.28323
H: -2.58590 -2.86612 -3.36371
C: -3.09084 0.36303 -3.25892
H: -4.69090 -0.97126 -3.85020
H: -3.21148 -1.14413 -4.78902
H: -3.90363 0.97696 -2.83782
H: -2.52131 0.92128 -4.01908
O: 2.12843 3.74602 2.34188
Cl: 2.00851 5.06475 1.75633
O: 0.71190 5.68369 1.97569
O: 1.96198 4.62869 0.04116
O: 0.77963 1.35176 -1.18960

Values from the calculation:
Frontier orbital gap (alpha / beta), eV: 3.13 / 3.34
Charge: 0
Expectation value of S²: 3.824
2S+1: 4
Electronic energy, a.u.: -2213.43546
LUMO energy (alpha / beta), eV: -0.761 / -0.939
HOMO level (alpha / beta), eV: -3.89 / -4.28

=====

No. 4
Formula: C19H28CoO7P2S2Se
Source: the Open Molecules 2025 dataset
Level of theory: ωB97M-V/def2-TZVPD

CARTESIAN COORDINATES (ANGSTROEM)
Co: 0.15157 -1.34696 0.08483
C: 2.76172 3.82480 -1.21184
C: 1.36167 3.29373 -1.38881
C: 0.34194 3.66769 -0.52091
C: -0.94252 3.14802 -0.65472
C: -2.03373 3.47864 0.32832
C: -1.20277 2.26301 -1.69417
C: -0.20733 1.88167 -2.58514
C: -0.51206 0.90379 -3.68601
C: 1.07322 2.40123 -2.41329
H: 2.92246 4.73586 -1.79673
H: 3.49893 3.08875 -1.53622
H: 2.96275 4.06721 -0.16606
H: 0.56221 4.33972 0.30590
H: -2.69583 4.25710 -0.06355
H: -1.61619 3.84293 1.27065
H: -2.63286 2.58475 0.52009
H: -2.18280 1.80713 -1.77009
H: -0.72445 1.43720 -4.61906
H: -1.37534 0.29413 -3.42208
H: 0.33377 0.23641 -3.85202
H: 1.87356 2.05971 -3.06304
C: -1.35731 -4.01241 1.52886
P: -0.96877 -2.25920 1.79094
C: -2.39013 -1.56871 2.70153
C: 0.22981 -2.30377 3.20251
C: 0.04761 -3.10138 4.33161
C: 0.94735 -3.05668 5.38380
C: 2.03988 -2.19888 5.32613
C: 2.22411 -1.39421 4.21378
C: 1.32593 -1.44193 3.14908
P: 1.45499 -0.43918 1.61894
C: 3.23355 -0.13514 1.42356
C: 0.85725 1.19646 2.17808
H: -1.68919 -4.49200 2.45204
H: -0.46058 -4.49418 1.14103
H: -2.14914 -4.03700 0.78167
H: -2.61333 -2.19770 3.56779
H: -3.23932 -1.50272 2.02884
H: -2.13129 -0.56597 3.04366
H: -0.80177 -3.77252 4.38655
H: 0.80163 -3.69396 6.24859
H: 2.74986 -2.16495 6.14448
H: 3.08254 -0.73458 4.17045
H: 3.66704 0.28802 2.33260
H: 3.34945 0.56698 0.59761
H: 3.72327 -1.06557 1.13243
H: 1.43363 1.57271 3.02707
H: -0.19762 1.12269 2.44676
H: 0.93455 1.88805 1.33706
O: -3.25637 0.38468 0.29597
Se: -2.95342 -0.81640 -0.77720
O: -3.68677 -0.56624 -2.20467
O: -1.29722 -0.82232 -1.06878
O: -3.30676 -2.26708 -0.09712
O: 3.68665 -2.79614 -0.26798
S: 2.37956 -2.87679 -0.91618
O: 1.30503 -3.17976 0.09035
O: 2.35119 -3.78623 -2.04342
S: 1.76236 -0.99022 -1.52753

Values from the calculation:
Frontier orbital gap (alpha / beta), eV: 6.53 / 6.55
Charge: -2
Expectation value of S²: 0.775
2S+1: 2
Electronic energy, a.u.: -6530.85904
ΔE to the lowest compared entry with this formula, charge and spin, kcal/mol: 3.7
LUMO energy (alpha / beta), eV: 4.410 / 4.408
HOMO level (alpha / beta), eV: -2.12 / -2.14